Entry 1:
Density functional theory data (wB97M-V/def2-TZVPD) for 3 unconnected molecules or ions with the total composition C17H27F14O4PS in a non-equilibrium geometry.

Element x y z (Å)
F: 4.918 -0.955 1.986
C: 5.277 -1.443 0.821
F: 5.233 -2.762 0.924
F: 6.523 -1.100 0.554
C: 4.370 -0.978 -0.352
F: 5.034 -1.009 -1.516
F: 3.338 -1.842 -0.400
C: 3.823 0.460 -0.184
C: 2.400 0.519 -0.776
C: 1.911 1.974 -0.949
P: 0.056 2.014 -1.116
C: -0.536 0.423 -1.920
C: -2.075 0.365 -1.724
C: -2.645 -1.055 -1.657
F: -3.649 -1.094 -2.587
F: -1.790 -1.986 -2.077
C: -3.353 -1.444 -0.334
F: -3.914 -2.627 -0.496
F: -4.358 -0.599 -0.166
S: -2.330 -1.447 1.234
F: -3.686 -1.620 2.080
F: -2.249 -3.042 1.177
F: -0.956 -1.330 0.482
F: -2.465 0.109 1.426
F: -1.532 -1.514 2.595
H: 4.488 1.164 -0.689
H: 3.762 0.759 0.866
H: 1.697 0.022 -0.101
H: 2.387 0.051 -1.765
H: 2.392 2.499 -1.774
H: 2.140 2.546 -0.067
H: -0.210 2.995 -2.114
H: -0.317 0.500 -2.992
H: -0.003 -0.459 -1.568
H: -2.322 0.975 -0.848
H: -2.517 0.875 -2.580
C: -4.077 -4.538 4.078
C: -3.885 -5.076 2.675
O: -3.745 -6.502 2.679
C: -4.787 -7.354 2.625
C: -6.178 -6.827 2.889
O: -4.586 -8.524 2.441
H: -5.000 -4.908 4.527
H: -4.112 -3.448 4.067
H: -3.257 -4.857 4.721
H: -4.678 -4.760 1.996
H: -2.956 -4.687 2.267
H: -6.376 -6.860 3.960
H: -6.889 -7.471 2.378
H: -6.343 -5.819 2.514
C: 4.304 7.034 -3.384
C: 2.890 6.592 -3.073
O: 2.874 5.411 -2.264
C: 2.926 5.424 -0.920
C: 3.335 6.692 -0.211
O: 2.715 4.404 -0.317
H: 4.847 7.311 -2.479
H: 4.297 7.892 -4.057
H: 4.859 6.222 -3.855
H: 2.298 7.387 -2.616
H: 2.382 6.322 -3.998
H: 4.420 6.717 -0.122
H: 2.897 6.682 0.784
H: 2.983 7.599 -0.698

Summary:
Net charge ... 0
E_HOMO ... -8.4 eV
Maximum force ... 0.04617 Eh/bohr
HOMO-LUMO gap ... 0.3233 Eh



Entry 2:
Density functional theory data (wB97M-V/def2-TZVPD) for a molecular structure, C17H27GeIN4O3PdS.

Element x y z (Å)
Pd: -0.391 0.574 1.038
C: 3.287 -1.565 0.046
C: 2.159 -0.571 0.082
N: 2.432 0.709 -0.136
O: 1.014 -0.987 0.362
H: 4.182 -1.165 -0.426
H: 2.959 -2.457 -0.482
H: 3.523 -1.857 1.070
H: 3.362 0.979 -0.403
H: 1.672 1.432 -0.188
C: -0.415 -1.139 5.567
Ge: -0.788 -0.961 3.665
C: -0.422 -2.692 2.843
C: -2.685 -0.532 3.425
C: 0.327 0.461 2.881
H: -1.059 -1.908 5.997
H: -0.607 -0.199 6.087
H: 0.624 -1.423 5.735
H: -1.115 -3.435 3.243
H: 0.595 -3.015 3.070
H: -0.540 -2.657 1.760
H: -3.164 -0.335 4.385
H: -3.206 -1.363 2.949
H: -2.796 0.353 2.794
H: 1.396 0.230 2.886
H: 0.183 1.412 3.399
C: -5.850 1.695 -0.530
C: -5.143 1.259 -1.812
C: -3.871 0.520 -1.517
N: -2.908 1.005 -0.832
N: -1.843 0.139 -0.679
C: -2.061 -1.013 -1.262
N: -1.251 -2.096 -1.209
S: -3.585 -1.102 -2.059
H: -6.763 2.239 -0.767
H: -5.200 2.340 0.059
H: -6.112 0.831 0.081
H: -4.896 2.132 -2.419
H: -5.795 0.626 -2.415
H: -0.342 -1.981 -0.779
H: -1.355 -2.797 -1.920
I: -1.185 9.547 0.541
C: -0.876 7.484 0.494
C: -1.576 6.671 1.374
C: -1.362 5.301 1.340
C: -0.464 4.750 0.434
C: 0.222 5.579 -0.443
C: 0.024 6.952 -0.417
C: -0.225 3.264 0.386
O: -0.779 2.601 1.317
O: 0.466 2.800 -0.537
H: -2.278 7.098 2.076
H: -1.891 4.644 2.017
H: 0.910 5.133 -1.147
H: 0.563 7.598 -1.096

Summary:
Energy above the lowest of the compared OMol25 structures with the same formula, charge and spin ... 13.0 kcal/mol
Net charge ... 0
E_HOMO ... -8.3 eV
Maximum force ... 0.01051 Eh/bohr
HOMO-LUMO gap ... 0.3149 Eh



Entry 3:
Density functional theory data (wB97M-V/def2-TZVPD) for a molecular structure, C17H27N2OP2PtS2.

Element x y z (Å)
Pt: -0.294 -0.004 0.188
C: -2.281 2.777 -0.889
P: -2.236 0.985 -1.269
C: -3.233 0.869 -2.816
C: -3.689 0.497 -0.177
C: -3.433 0.589 1.325
P: -1.938 -0.382 1.704
C: -2.602 -2.082 1.758
C: -1.657 -0.073 3.479
H: -3.304 3.111 -0.693
H: -1.863 3.312 -1.740
H: -1.655 2.967 -0.018
H: -4.264 1.184 -2.635
H: -3.232 -0.166 -3.161
H: -2.763 1.484 -3.576
H: -3.958 -0.533 -0.436
H: -4.544 1.121 -0.453
H: -4.279 0.206 1.907
H: -3.258 1.623 1.634
H: -3.463 -2.156 2.427
H: -1.812 -2.755 2.095
H: -2.887 -2.392 0.753
H: -2.586 -0.183 4.046
H: -1.262 0.934 3.612
H: -0.912 -0.775 3.852
C: 1.906 -4.323 0.921
C: 1.404 -2.896 0.959
S: 0.291 -2.462 -0.232
C: 1.884 -2.047 1.964
C: 2.837 -2.612 2.994
S: 1.498 -0.407 2.098
H: 1.578 -4.811 0.007
H: 1.523 -4.897 1.771
H: 2.997 -4.367 0.969
H: 3.773 -2.937 2.530
H: 2.409 -3.485 3.496
H: 3.072 -1.860 3.742
O: 0.660 0.676 -4.984
C: 0.072 1.245 -4.084
N: -0.501 1.790 -3.202
N: 1.106 1.017 -0.775
C: 2.271 1.464 -1.220
C: 2.782 1.078 -2.485
C: 4.004 1.558 -2.906
C: 4.758 2.409 -2.099
C: 4.268 2.796 -0.852
C: 3.040 2.346 -0.416
H: 2.190 0.431 -3.118
H: 4.374 1.269 -3.881
H: 5.719 2.773 -2.441
H: 4.851 3.459 -0.224
H: 2.640 2.635 0.548

Summary:
Energy above the lowest of the compared OMol25 structures with the same formula, charge and spin ... 0.0 kcal/mol
Net charge ... -1
E_HOMO (alpha / beta) ... -2.7 / -4.1 eV
2S+1 ... 5
Maximum force ... 0.01050 Eh/bohr
HOMO-LUMO gap (alpha / beta) ... 0.1923 / 0.2148 Eh



Entry 4:
Density functional theory data (wB97M-V/def2-TZVPD) for a single C17H27N3O3 molecule.

Element x y z (Å)
C: -2.937 0.886 3.845
C: -1.806 0.934 2.826
C: -0.599 1.707 3.380
N: 0.550 1.834 2.511
C: 0.330 2.621 1.316
C: 1.676 3.009 0.706
C: 2.516 1.769 0.382
N: 1.975 1.023 -0.733
C: 2.532 1.079 -1.971
O: 3.550 1.685 -2.234
N: 1.854 0.389 -2.956
C: 0.780 -0.500 -2.852
C: -0.186 -0.528 -3.846
C: -1.250 -1.414 -3.767
C: -1.374 -2.283 -2.698
O: -2.385 -3.181 -2.521
C: -3.383 -3.259 -3.507
C: -0.379 -2.279 -1.694
O: -0.554 -3.181 -0.690
C: 0.432 -3.278 0.306
C: 0.685 -1.400 -1.786
C: 2.603 0.882 1.627
C: 1.215 0.589 2.194
H: -3.265 1.892 4.098
H: -3.787 0.336 3.448
H: -2.606 0.395 4.758
H: -2.162 1.417 1.913
H: -1.505 -0.085 2.573
H: -0.257 1.219 4.299
H: -0.919 2.720 3.643
H: -0.276 2.080 0.565
H: -0.217 3.525 1.595
H: 2.223 3.619 1.424
H: 1.520 3.595 -0.201
H: 3.519 2.076 0.066
H: 1.023 0.703 -0.656
H: 2.167 0.612 -3.889
H: -0.110 0.142 -4.688
H: -1.984 -1.411 -4.556
H: -3.930 -2.315 -3.605
H: -4.067 -4.037 -3.170
H: -2.968 -3.541 -4.481
H: 0.097 -4.069 0.974
H: 0.531 -2.346 0.875
H: 1.407 -3.548 -0.114
H: 1.476 -1.423 -1.056
H: 3.185 1.405 2.386
H: 3.111 -0.053 1.383
H: 0.639 -0.016 1.467
H: 1.311 0.005 3.113

Summary:
Energy above the lowest of the compared OMol25 structures with the same formula, charge and spin ... 46.4 kcal/mol
Net charge ... 0
E_HOMO ... -7.8 eV
Maximum force ... 0.01090 Eh/bohr
HOMO-LUMO gap ... 0.3127 Eh



Entry 5:
Density functional theory data (wB97M-V/def2-TZVPD) for a single C17H27N3O3S molecule.

Element x y z (Å)
C: -5.333 -2.862 0.903
C: -5.955 -2.416 -0.416
C: -4.981 -1.606 -1.287
C: -5.290 -0.107 -1.325
C: -5.125 0.586 0.032
C: -3.706 0.481 0.570
O: -3.426 -0.156 1.562
N: -2.809 1.180 -0.178
C: -1.425 1.306 -0.010
C: -0.712 0.638 0.977
C: 0.657 0.797 1.083
C: 1.367 1.632 0.218
N: 2.735 1.880 0.344
C: 3.566 1.875 -0.842
C: 4.067 0.456 -1.142
N: 4.810 -0.024 0.005
S: 5.763 -1.384 -0.242
C: 7.285 -0.870 0.590
O: 6.034 -1.498 -1.644
O: 5.223 -2.517 0.452
C: 3.993 -0.069 1.199
C: 3.470 1.349 1.469
C: 0.633 2.312 -0.761
C: -0.730 2.146 -0.877
H: -6.078 -3.350 1.529
H: -4.918 -2.019 1.449
H: -4.528 -3.570 0.719
H: -6.848 -1.821 -0.217
H: -6.280 -3.304 -0.964
H: -3.963 -1.752 -0.922
H: -5.015 -1.975 -2.314
H: -6.319 0.037 -1.665
H: -4.634 0.364 -2.063
H: -5.392 1.642 -0.064
H: -5.791 0.130 0.763
H: -3.179 1.699 -0.963
H: -1.231 -0.013 1.660
H: 1.164 0.244 1.857
H: 3.013 2.249 -1.701
H: 4.424 2.530 -0.660
H: 4.741 0.439 -1.997
H: 3.206 -0.194 -1.356
H: 8.005 -1.672 0.488
H: 7.633 0.026 0.098
H: 7.063 -0.689 1.633
H: 4.614 -0.421 2.023
H: 3.159 -0.772 1.071
H: 2.850 1.373 2.364
H: 4.331 2.007 1.628
H: 1.128 2.998 -1.430
H: -1.266 2.686 -1.646

Summary:
Energy above the lowest of the compared OMol25 structures with the same formula, charge and spin ... 38.1 kcal/mol
Net charge ... 0
E_HOMO ... -7.5 eV
Maximum force ... 0.01810 Eh/bohr
HOMO-LUMO gap ... 0.3012 Eh